ORCA calculation (ωB97M-V/def2-TZVPD) on the ion C6H8N2S with charge +2.

Last column: Löwdin charge in e.
Positions of all 17 atoms, in Å:
C -0.001447 -0.805909 -1.835709  -0.137
C 0.224587 -0.581262 -0.328629  -0.073
C 1.267428 0.354432 0.344806  -0.090
C 2.057024 1.366815 -0.419098  -0.051
C -0.465518 1.784082 -0.627524  -0.083
C -1.175423 0.657445 1.259939  0.081
N 0.633873 -0.100413 -2.611818  0.172
N -0.191900 0.656571 0.186149  -0.332
S 0.990755 2.642347 -0.807660  1.216
H -0.670552 -1.707751 -1.945682  0.171
H 0.017863 -1.453732 0.211817  0.163
H 1.720441 0.039555 1.334273  0.216
H 3.142862 1.480326 -0.631711  0.154
H -0.558350 0.286720 2.056037  0.129
H -1.558464 1.688182 1.373220  0.130
H -2.155109 0.176407 0.951793  0.172
H 0.536536 -0.374473 -3.652887  0.164

Force components x, y, z for each atom (eV/Å):
C -0.44 -2.07 2.07
C 1.50 -0.31 -2.66
C 1.78 -0.63 -0.09
C -2.31 -0.10 0.84
C 0.10 0.12 -0.78
C -2.26 0.99 0.76
N 0.86 0.13 -3.30
N 0.06 1.24 0.19
S 0.77 1.03 -0.82
H 0.54 0.97 -0.63
H -0.63 -0.87 1.32
H -0.71 0.14 -1.13
H -0.65 -0.58 0.17
H -0.92 -0.27 1.16
H 0.73 -0.19 0.66
H 1.61 -0.35 0.35
H -0.04 0.74 1.90

**Gap between HOMO and LUMO (alpha / beta)**: 6.84 / 6.84 eV
**LUMO energy (alpha / beta)**: -12.32 / -12.32 eV
**Charge**: +2
**M**: 140.21 g/mol
**Electronic energy**: -740.171918 Eh
**Highest occupied orbital energy (alpha / beta)**: -19.160 / -19.159 eV
**Energy above the lowest of the compared OMol25 structures with the same formula, charge and spin**: 320.4 kJ/mol
**Max |F|**: 3.41 eV Å⁻¹


ORCA calculation (ωB97M-V/def2-TZVPD) on a cluster of 2 separate species, C29H25NO5S2 in total.

Last column: Löwdin charge in e.
Positions of all 62 atoms, in Å:
C 2.835262 0.255294 1.458505  -0.006
O 2.664868 0.794521 2.821273  -0.226
C 1.586719 0.572844 3.571719  -0.504
S 0.350154 1.845594 3.643430  0.718
O -0.024490 2.105123 5.016399  -0.269
O 0.740711 2.894180 2.722948  -0.285
C -0.986393 0.889341 2.939847  -0.249
C -0.740451 -0.473887 2.912550  -0.256
C -1.743901 -1.367793 2.546855  -0.039
C -2.979932 -0.872523 2.132919  -0.062
C -3.229079 0.506482 2.166154  -0.062
C -2.239590 1.395014 2.594143  -0.033
S 0.779774 -0.971079 3.695356  0.699
O 1.465929 -1.964083 2.890811  -0.300
O 0.404277 -1.241846 5.066034  -0.260
H 1.956527 0.518651 0.868133  0.098
H 3.742233 0.744893 1.098891  0.093
H 2.982848 -0.823383 1.520359  0.069
H -1.531014 -2.429602 2.602908  0.121
H -3.746840 -1.569659 1.790970  0.109
H -4.199549 0.893820 1.855862  0.108
H -2.410665 2.467161 2.666436  0.124
C 8.613322 0.720098 0.915705  -0.073
N 8.654479 0.081535 2.219861  -0.254
C 9.981633 -0.022605 2.798172  -0.077
C 7.485473 0.034847 2.999592  -0.236
C 6.643986 -1.110522 2.967447  0.021
C 5.381505 -1.093434 3.533096  -0.004
C 4.953940 0.032455 4.270177  -0.127
C 3.730199 -0.011360 5.032290  0.012
C 3.093415 1.161673 5.564164  -0.162
C 2.331356 0.784609 6.719838  -0.107
C 1.803000 1.781408 7.531588  -0.004
C 2.081557 3.121401 7.227201  -0.067
C 2.720463 3.470488 6.025634  -0.058
C 3.167674 2.485107 5.147255  -0.058
C 2.441991 -0.661000 6.868642  -0.106
C 3.299328 -1.152568 5.811319  -0.107
C 3.711914 -2.481446 5.849418  0.008
C 3.334725 -3.286232 6.927819  -0.061
C 2.542074 -2.778978 7.965699  -0.046
C 2.056851 -1.465280 7.926561  0.000
C 5.816677 1.155509 4.339174  0.021
C 7.064093 1.156053 3.742260  0.017
H 7.595163 0.666502 0.510835  0.091
H 8.911574 1.778547 0.977851  0.083
H 9.303792 0.191205 0.246682  0.083
H 9.942326 -0.625419 3.713319  0.091
H 10.639820 -0.511616 2.068395  0.082
H 10.404966 0.967611 3.028337  0.080
H 7.021640 -2.006255 2.473957  0.121
H 4.707724 -1.941382 3.390752  0.118
H 1.195214 1.479353 8.384117  0.117
H 1.770902 3.920398 7.903816  0.104
H 2.862882 4.517035 5.751829  0.112
H 3.607657 2.738089 4.180621  0.128
H 4.315692 -2.880414 5.046398  0.100
H 3.672638 -4.321887 6.962258  0.105
H 2.295288 -3.414995 8.812161  0.107
H 1.390289 -1.049185 8.685231  0.121
H 5.506059 2.040262 4.889506  0.111
H 7.723912 2.022397 3.829119  0.125

Force components x, y, z for each atom (eV/Å):
C -0.36 0.55 1.05
O 1.56 0.10 -2.23
C -0.84 -1.28 0.69
S 0.44 -0.64 -0.28
O 0.05 0.31 -0.66
O -0.24 -0.16 0.62
C -0.43 -0.04 0.10
C -0.78 -0.32 0.25
C 0.06 0.20 -0.11
C 0.21 0.05 0.04
C 0.21 0.04 -0.02
C 0.18 -0.17 -0.06
S 0.20 0.97 -0.43
O -0.13 0.03 0.51
O 0.07 -0.32 -0.46
H 0.11 -0.10 -0.18
H -0.23 0.00 -0.08
H -0.14 0.13 -0.12
H -0.14 0.03 -0.13
H 0.16 0.27 0.15
H 0.24 -0.12 0.10
H -0.09 -0.22 -0.09
C -0.25 -0.01 0.39
N 0.51 -0.89 -0.40
C -0.42 0.15 0.10
C -0.84 0.25 0.44
C 0.44 0.46 -0.27
C 0.22 0.10 0.19
C 0.25 -0.09 -0.71
C 0.08 -0.78 0.20
C -1.30 0.75 1.45
C 0.79 1.31 -0.61
C 0.16 -0.40 -0.21
C -0.13 0.20 -0.29
C -0.22 -0.23 0.18
C 0.71 0.33 0.55
C 0.87 -0.22 -0.27
C -0.74 0.45 1.11
C -0.12 -0.24 0.18
C 0.05 0.11 -0.20
C -0.22 0.24 -0.26
C 0.02 -0.07 -0.31
C -0.41 -0.03 0.32
C 0.14 -0.61 -0.41
H 0.29 0.00 0.02
H -0.02 -0.04 -0.16
H -0.16 0.17 -0.01
H 0.09 0.15 -0.21
H -0.03 0.04 0.22
H 0.10 -0.10 0.10
H -0.19 0.31 -0.12
H 0.26 0.32 0.08
H 0.22 0.35 0.00
H -0.04 -0.32 -0.21
H -0.15 -0.27 0.17
H -0.17 -0.01 0.36
H 0.05 -0.17 0.26
H -0.10 0.28 0.01
H 0.01 0.06 -0.17
H 0.34 -0.30 -0.06
H 0.08 -0.34 0.01
H -0.27 -0.22 -0.12

**Gap between HOMO and LUMO**: 4.46 eV
**LUMO energy**: -2.30 eV
**M**: 531.66 g/mol
**Electronic energy**: -2347.207446 Eh
**Highest occupied orbital energy**: -6.753 eV
**Energy above the lowest of the compared OMol25 structures with the same formula, charge and spin**: 0.0 kJ/mol
**Max |F|**: 2.73 eV Å⁻¹


ORCA calculation (ωB97M-V/def2-TZVPD) on a structure of composition C41H63BrClF5IN3O7P.

Last column: Löwdin charge in e.
Positions of all 123 atoms, in Å:
C -0.784351 6.064253 -4.098325  -0.136
C -1.074160 4.650308 -4.877161  -0.233
C -2.373868 3.956804 -4.165564  -0.187
C -2.105976 2.419129 -3.597050  -0.111
C -0.699545 2.326781 -2.671864  -0.305
O 0.230449 1.758810 -3.611848  -0.234
C 1.306280 0.936980 -3.062119  -0.539
I 1.782998 -0.302671 -4.877142  1.194
C 2.621700 1.889329 -3.243664  -0.193
C 4.102749 1.272200 -3.530272  -0.083
C 5.300822 2.380394 -3.680727  -0.007
C 4.815278 3.916283 -3.542668  -0.112
N 3.505404 4.566850 -3.350129  0.019
C 2.407543 3.548176 -3.206235  -0.011
C 0.959921 0.088469 -1.702891  -0.227
C 2.456707 -0.460392 -1.182876  -0.089
C 3.130312 -1.738949 -1.871392  -0.115
C 3.873381 -2.604680 -0.634013  -0.042
F 3.552551 -4.011613 -0.304597  -0.022
C 4.956104 -1.948491 0.151913  -0.020
F 4.980911 -2.039824 1.631417  -0.013
F 6.040766 -1.245280 -0.622649  -0.026
N 0.245662 -1.135562 -2.004346  0.066
C -0.647818 -1.434226 -3.115278  -0.258
O -0.493045 -2.690515 -3.641391  0.030
F -1.636719 -0.652757 -3.874447  0.040
C -0.033085 -2.248695 -1.104568  -0.188
O 0.719487 -3.073892 -0.386491  0.112
F -1.512534 -2.487683 -0.848131  0.001
N 0.337827 0.981145 -0.561011  -0.149
C -0.248728 0.362015 0.612870  -0.220
C 0.128179 -0.703257 1.709974  -0.128
C 1.492533 -1.234701 2.422136  -0.031
C 1.660011 -2.351863 3.604174  -0.019
C 0.301340 -3.038515 4.173943  -0.029
C -1.137456 -2.561534 3.602270  -0.041
C -1.210386 -1.446527 2.439637  0.001
C 1.273477 2.063063 -0.090655  -0.532
Br 0.623614 3.940113 0.174707  0.863
C 2.144574 1.848324 1.301595  -0.245
C 3.025774 3.225023 1.677515  -0.179
C -0.916762 1.518506 -1.307756  -0.392
P -2.294013 2.405285 -0.299227  0.694
O -2.604375 4.032593 -0.885113  -0.403
Cl -4.204823 1.408267 -0.547373  0.186
H -1.773190 6.543451 -3.644670  0.086
H -0.052484 5.904023 -3.198437  0.061
H -0.356777 6.866902 -4.870115  0.095
H -1.316210 4.903572 -6.018336  0.123
H -0.100598 4.003032 -4.895391  0.098
H -3.185717 3.816196 -5.030372  0.126
H -2.865933 4.674815 -3.387352  0.088
H -1.996407 1.767722 -4.593560  0.117
H -3.035599 1.981444 -3.046122  0.078
H -0.568411 3.471899 -2.404708  0.104
H 4.430006 0.169336 -3.638652  0.052
H 6.433233 2.072782 -3.855120  0.113
H 5.718909 4.697585 -3.616510  0.117
H 1.365835 4.077326 -3.061015  0.079
H 2.206947 -0.816667 -0.099066  0.094
H 3.253609 0.379910 -1.050500  0.129
H 2.410595 -2.545467 -2.363190  0.136
H 4.005071 -1.613965 -2.618870  0.103
H -1.272035 -0.133083 0.213840  0.133
H -0.513786 1.267717 1.362019  0.150
H 2.487514 -0.764503 2.030140  0.056
H 2.738459 -2.643683 4.000821  0.110
H 0.374107 -3.867151 4.990931  0.090
H -2.115663 -3.058936 4.067350  0.109
H -2.310921 -1.153960 2.071845  0.104
H 2.210936 2.268150 -0.780390  0.109
H 2.988308 1.076141 1.055889  0.100
H 1.522762 1.643579 2.259219  0.124
H 3.962416 2.798713 2.285695  0.104
H 3.482935 3.746039 0.736796  0.081
H 2.473476 3.930630 2.427735  0.079
H -1.609280 0.623916 -1.700372  0.131
H -3.564602 4.112970 -1.227341  0.085
C -0.614187 0.229265 -8.066013  -0.085
C -0.975325 1.510232 -7.332232  -0.297
O -0.741806 2.687321 -8.097878  -0.168
C -1.459256 2.804288 -9.325012  -0.268
C -2.968300 2.794757 -9.144485  -0.078
H 0.434483 0.249819 -8.381644  0.082
H -0.769021 -0.638593 -7.418141  0.069
H -1.221696 0.088421 -8.964401  0.072
H -0.349961 1.589819 -6.436172  0.073
H -2.011614 1.485649 -6.982377  0.100
H -1.140510 2.025246 -10.023884  0.107
H -1.164698 3.759107 -9.771189  0.121
H -3.323194 1.853937 -8.718422  0.066
H -3.468024 2.933146 -10.109523  0.083
H -3.279411 3.599408 -8.470627  0.077
C -5.233905 -3.039823 7.321516  -0.081
C -5.109038 -1.525499 7.290563  -0.277
O -4.482843 -1.032231 6.111220  -0.170
C -5.126943 -1.328993 4.873745  -0.288
C -6.539228 -0.775142 4.781035  -0.079
H -4.249813 -3.508794 7.214816  0.079
H -5.678384 -3.367131 8.266078  0.080
H -5.862602 -3.414180 6.508740  0.066
H -4.485373 -1.207320 8.133262  0.121
H -6.082571 -1.046490 7.430855  0.106
H -5.113224 -2.407518 4.690651  0.101
H -4.518595 -0.874021 4.086071  0.105
H -7.199277 -1.210065 5.534559  0.068
H -6.969016 -0.991202 3.796770  0.079
H -6.537035 0.309129 4.931669  0.084
C 4.293314 -5.582212 8.135002  -0.081
C 3.228747 -4.534824 8.416791  -0.280
O 2.036765 -4.720375 7.661125  -0.181
C 1.340757 -5.949792 7.857051  -0.280
C 0.885667 -6.163103 9.291376  -0.080
H 4.543383 -5.598740 7.068725  0.081
H 5.201604 -5.366627 8.705460  0.080
H 3.958785 -6.587422 8.406385  0.067
H 3.623634 -3.550275 8.142814  0.118
H 2.996175 -4.486174 9.484706  0.106
H 1.950670 -6.788194 7.507746  0.106
H 0.459088 -5.918128 7.209615  0.111
H 1.728529 -6.222333 9.983255  0.067
H 0.318700 -7.096676 9.376019  0.081
H 0.248333 -5.335578 9.619012  0.083

Force components x, y, z for each atom (eV/Å):
C -0.08 0.58 -0.40
C -0.34 1.16 -0.13
C -0.72 -0.97 -1.06
C -0.20 0.17 -0.82
C -2.10 1.68 -0.51
O 0.59 -1.08 2.34
C 0.53 2.27 -2.28
I -0.85 -0.37 0.65
C 2.97 2.34 0.57
C 0.70 5.51 0.53
C -5.11 0.59 0.98
C 0.45 -0.80 -0.13
N 0.69 -7.30 -0.18
C 2.98 -0.97 -0.23
C 4.69 -0.79 -0.76
C -0.17 -0.19 1.95
C 0.93 -3.31 0.47
C 2.98 0.69 1.50
F 0.09 4.69 -0.48
C -2.06 -1.65 -1.34
F 1.12 0.14 -5.01
F -3.78 -1.43 3.38
N -3.76 -0.67 -0.02
C -0.09 -7.82 -6.57
O -1.35 8.72 4.25
F 3.38 -1.24 3.51
C 1.97 -6.07 6.20
O -4.73 6.65 -5.74
F 4.05 1.48 -1.43
N -0.53 0.98 -1.87
C -4.43 -1.50 4.16
C 0.95 -5.34 5.12
C -1.68 -0.50 0.26
C -4.53 0.88 -1.52
C 0.39 2.95 -2.83
C 3.51 1.61 -1.42
C 1.84 -1.01 0.77
C 4.90 2.37 1.18
Br -1.00 -1.26 -0.78
C 0.92 0.79 0.12
C 1.16 -1.26 0.72
C -2.92 -0.22 -4.37
P -0.95 2.50 2.31
O -1.38 -2.80 -0.58
Cl 1.55 0.51 -0.70
H 2.03 -1.15 -1.07
H -1.22 0.44 -1.70
H -0.66 -1.80 1.92
H 0.47 -0.72 2.59
H -1.94 1.00 0.15
H 1.64 0.24 1.98
H 1.18 -1.44 -1.32
H 0.18 1.23 2.51
H 1.60 0.92 -0.84
H 0.65 -2.31 -0.61
H -1.09 2.09 0.29
H -2.80 0.87 0.39
H -2.33 -1.81 0.14
H 2.20 -1.58 -0.36
H 0.50 0.54 -1.88
H -1.69 -1.36 -0.59
H 1.29 2.02 1.07
H -1.70 0.41 1.21
H 2.18 1.32 1.11
H 0.23 -1.70 -2.27
H -1.97 -1.11 0.91
H -2.65 0.75 -1.03
H -0.16 1.78 -1.66
H 2.33 1.42 -1.32
H 2.72 -0.65 0.79
H -2.57 -0.77 0.49
H -1.97 1.06 0.75
H 1.03 -0.15 -1.90
H -2.03 0.90 -1.30
H -1.11 -0.80 1.79
H 0.94 -1.25 -1.86
H 2.05 1.18 1.18
H 2.12 -0.32 0.64
C -0.01 -0.05 -0.15
C 0.14 0.05 -0.22
O 0.09 0.09 0.18
C -0.12 -0.01 0.05
C -0.09 -0.04 0.05
H -0.10 0.02 0.08
H 0.00 0.07 -0.03
H 0.01 -0.04 0.14
H 0.00 0.23 -0.15
H -0.14 -0.08 -0.05
H -0.06 -0.06 0.00
H 0.14 -0.12 0.24
H -0.01 0.00 -0.10
H 0.10 0.00 0.16
H 0.04 -0.04 -0.11
C -0.01 -0.13 -0.15
C 0.01 -0.12 0.04
O 0.18 0.08 -0.21
C -0.09 0.10 0.28
C -0.12 0.04 0.01
H -0.10 0.08 0.08
H 0.07 0.06 -0.10
H -0.03 0.03 0.13
H 0.03 0.09 -0.31
H -0.06 -0.06 -0.03
H -0.10 -0.08 0.01
H 0.13 0.03 0.24
H 0.02 -0.04 -0.10
H 0.08 0.03 0.13
H 0.03 -0.13 -0.05
C -0.02 -0.18 -0.07
C 0.09 -0.07 -0.04
O -0.15 0.11 -0.22
C 0.07 0.07 0.18
C -0.02 0.01 0.12
H -0.01 0.05 0.14
H -0.11 0.00 -0.07
H 0.07 0.10 0.06
H -0.27 -0.11 -0.07
H 0.02 -0.08 0.03
H 0.03 -0.04 0.06
H 0.17 0.19 -0.03
H -0.04 -0.08 -0.05
H 0.08 0.15 -0.04
H 0.05 -0.11 -0.07

**Gap between HOMO and LUMO**: 7.06 eV
**LUMO energy**: -4.00 eV
**Charge**: +1
**M**: 1078.19 g/mol
**Electronic energy**: -6462.203480 Eh
**Highest occupied orbital energy**: -11.066 eV
**Max |F|**: 10.21 eV Å⁻¹


Q: Which value of electronic energy does entry 3 give?
A: -6462.203480 Eh


Q: The lowest electronic energy belongs to which entry?
A: C41H63BrClF5IN3O7P


Q: What is the max |F| in the first record?
A: 3.41 eV Å⁻¹